Entry 1:
This record from the OMol25 dataset describes one molecule with the formula C7H14 at a distorted geometry. The level of theory is ωB97M-V/def2-TZVPD.

Each line ends with the Löwdin charge.
Geometry (Å):
C: 1.30375 -0.65501 0.57705  -0.26
C: 1.64098 0.26754 -0.58050  -0.10
C: -0.66298 1.34440 0.46369  -0.26
C: 0.16762 -1.65361 0.29631  -0.20
C: -1.66750 0.20736 0.20297  -0.20
C: -1.01739 -1.02222 -0.46186  -0.22
C: 0.33251 1.59871 -0.65494  -0.10
H: -0.18718 -2.01304 1.27068  0.11
H: 0.68616 2.64787 -0.62992  0.09
H: -1.08739 2.21614 0.97493  0.11
H: 1.46630 -0.15050 -1.57486  0.07
H: -0.02791 0.93386 1.31494  0.08
H: -0.03600 1.38155 -1.66073  0.07
H: 0.50045 -2.54738 -0.25530  0.11
H: -0.70108 -0.75814 -1.48086  0.10
H: 2.69583 0.59845 -0.52287  0.09
H: 0.85695 0.03495 1.36346  0.08
H: -2.53712 0.51125 -0.40119  0.11
H: 2.13182 -1.06535 1.16843  0.11
H: -2.07004 -0.08555 1.18091  0.11
H: -1.78780 -1.79131 -0.59034  0.11

Cartesian forces (eV/Å) of the 6 atoms listed first:
-0.744 0.823 0.954
-1.345 1.732 0.031
0.770 -0.699 1.051
-0.063 0.032 0.142
0.046 -0.065 0.134
-0.040 -0.050 -0.030

Properties
lowest unoccupied orbital energy	1.21	eV
relative energy (zero: lowest compared OMol25 entry of this formula, charge and spin)	1.815	eV
molecular weight	98.2	g mol⁻¹
SMILES string	C1CCCCCC1
HOMO energy	-9.94	eV

---

Entry 2:
This record from the OMol25 dataset describes C37H41GdN3O8S as an isolated structure at a distorted geometry. The level of theory is ωB97M-V/def2-TZVPD.

Each line ends with the Löwdin charge.
Geometry (Å):
Gd: 0.48088 -0.02882 0.85737  1.72
S: 0.94076 -3.12623 -1.59540  0.43
O: -2.39530 -3.64777 1.21909  0.16
O: 0.89080 -1.73984 -1.12646  -0.43
O: 2.47411 -0.38884 1.96266  -0.17
O: 0.50188 -2.16267 2.31926  -0.19
O: -1.48696 -1.63481 0.88631  0.02
O: 1.19341 -4.04014 -0.48308  -0.33
O: 3.55955 -1.40677 3.64124  0.04
O: 1.74931 -3.26370 -2.74725  -0.28
N: 2.09855 1.13211 -1.46150  0.08
N: 0.44970 1.99394 -0.08676  -0.14
N: -0.62391 1.37914 2.17390  -0.16
C: 1.34058 0.07448 -3.57967  -0.05
C: -1.42560 -2.75998 1.35286  -0.47
C: 2.69076 -1.35286 2.78000  -0.65
C: 1.23871 2.25502 -1.16270  -0.43
C: 0.02459 4.56216 0.29116  -0.06
C: 2.87142 -0.94396 -5.09640  -0.12
C: 3.41838 2.35636 0.22901  -0.02
C: -1.03355 3.77404 2.97855  -0.03
C: 0.61380 2.94892 -2.33441  -0.20
C: 2.79430 2.35173 -1.10039  -0.35
C: -1.52262 -2.35635 -2.70391  -0.03
C: 1.63585 -0.56178 -4.76966  -0.13
C: 2.32453 0.47382 -2.70172  -0.20
C: -1.40803 -4.62049 -1.86077  -0.05
C: 1.17634 1.07128 4.45585  -0.01
C: -0.92991 2.89215 -2.39009  -0.03
C: 1.76134 -2.57731 2.70873  -0.12
C: -0.49416 2.81532 1.94161  -0.31
C: -0.77456 -3.41688 -2.09495  -0.24
C: 3.92484 -0.65932 -4.20482  -0.08
C: -3.31115 0.45038 2.23513  -0.05
C: 2.69549 3.80970 -3.14122  -0.08
C: -0.29165 -3.29878 2.11386  -0.10
C: -0.30951 0.74858 4.50623  -0.21
C: 3.38071 3.26520 -2.13696  -0.02
C: -2.97381 -0.13774 4.61645  -0.04
C: -3.49733 -3.74594 -2.74998  -0.31
C: -2.85632 -2.52572 -2.99247  -0.06
C: 3.66959 0.08431 -3.05827  0.00
C: -0.80833 0.11872 5.60714  -0.08
C: -2.45710 0.46713 3.47411  -0.23
C: -4.95307 -3.76290 -3.09599  -0.06
C: -1.16034 0.89210 3.39234  -0.27
C: -2.79381 -4.79774 -2.18737  -0.04
C: 0.00579 3.15440 0.74534  -0.30
C: -2.05219 -0.43768 5.64101  -0.09
C: 1.28486 3.62632 -3.23227  -0.08
H: -0.86742 -5.43897 -1.38740  0.11
H: 4.05716 3.28320 0.42364  0.10
H: -1.50942 3.76314 -2.76637  0.08
H: 0.46994 4.81976 -0.65756  0.06
H: -1.20300 2.74312 -1.32215  0.06
H: -2.45464 -0.93923 6.47792  0.08
H: 1.81539 0.20061 4.17069  0.07
H: 0.15892 -4.00043 1.46669  0.11
H: -0.55299 4.71500 2.70272  0.05
H: -5.44393 -4.71092 -2.90893  0.07
H: -2.91799 -3.40926 0.44816  0.12
H: 4.43875 3.41837 -1.96757  0.10
H: 2.16818 -3.23572 1.96258  0.13
H: -1.01235 -1.35929 -2.76259  0.11
H: -0.09947 -0.02072 6.45192  0.12
H: -4.99253 -3.53599 -4.14497  0.07
H: -3.66209 -0.53936 2.01719  0.06
H: 0.82954 4.09475 -4.07662  0.10
H: 1.38683 1.82607 3.69663  0.08
H: -5.42069 -2.92445 -2.52918  0.09
H: 4.47153 0.27665 -2.32474  0.12
H: -0.73705 3.45162 3.99782  0.08
H: 4.95775 -0.92397 -4.36014  0.09
H: 0.22232 0.26254 -3.44267  0.12
H: -3.29770 -5.72368 -2.20387  0.09
H: 0.49312 5.21394 1.10827  0.09
H: 2.65628 2.42811 1.04370  0.09
H: -4.02744 -0.37451 4.70381  0.10
H: -1.35380 2.01035 -2.94205  0.08
H: 4.08518 1.52775 0.37659  0.08
H: 0.78346 -0.82535 -5.39287  0.11
H: 3.07801 -1.42127 -6.03650  0.09
H: -3.47245 -1.67136 -3.21448  0.11
H: -0.74412 -3.74448 3.00896  0.17
H: 1.69543 -3.11100 3.64223  0.13
H: -2.85945 0.85797 1.37161  0.05
H: -4.24591 1.00232 2.47982  0.09
H: -1.03359 5.00820 0.28445  0.10
H: 1.47592 1.34515 5.43657  0.07
H: -2.15914 3.87295 2.93214  0.10
H: 3.19180 4.48610 -3.79823  0.09

Cartesian forces (eV/Å) of the 6 atoms listed first:
1.022 -0.608 -0.605
-1.052 0.239 1.568
-0.078 -0.482 -0.098
-0.348 0.948 0.717
-0.553 -0.232 -0.266
-0.742 -0.510 0.099

Properties
lowest unoccupied orbital energy (spin up / spin down)	2.18 / 2.19	eV
<S²>	15.92
relative energy (zero: lowest compared OMol25 entry of this formula, charge and spin)	2.046	eV
molecular weight	845.1	g mol⁻¹
total charge	-1
2S+1	8
HOMO energy (spin up / spin down)	-3.72 / -3.78	eV